ORCA calculation (the ωB97M-V functional and the def2-TZVPD basis) on a cluster of 20 separate species, C108H164N26O30 in total in a non-equilibrium geometry.

Values from the calculation:
Net charge: +6
HOMO energy in eV: -15.71
LUMO energy in Eh: -0.3658
Orbital gap in eV: 5.75

```
328
Properties=species:S:1:pos:R:3:forces:R:3:lowdin_charge:R:1
C -3.928 -1.277 -1.744 0.079 0.818 -0.694 0.05
N -4.736 -0.059 -1.437 -0.525 0.468 1.025 -0.05
C -4.495 1.161 -1.937 -0.239 0.409 0.001 0.00
C -5.398 2.156 -1.724 -0.878 0.719 0.614 0.03
C -6.573 2.036 -0.930 1.052 0.864 -1.157 -0.12
C -6.732 0.812 -0.374 -0.673 -1.116 1.029 0.05
C -5.822 -0.195 -0.650 0.875 -2.450 0.169 0.04
C -7.418 3.287 -0.837 1.133 -0.027 0.672 -0.08
C -8.667 3.415 -1.475 0.402 -0.763 -0.495 0.04
C -9.183 4.661 -1.668 1.898 1.202 1.120 0.01
N -8.482 5.750 -1.228 0.088 0.700 -0.273 -0.06
C -7.275 5.644 -0.640 -1.691 -2.071 0.506 0.00
C -6.767 4.423 -0.267 -1.909 -0.806 -2.017 0.07
C -8.991 7.157 -1.320 0.040 0.910 -0.925 0.03
H -4.389 -1.566 -2.689 0.400 -0.663 0.045 0.11
H -4.042 -2.035 -0.959 -0.031 0.322 -0.219 0.07
H -2.883 -0.987 -1.931 -0.352 -0.156 0.142 0.09
H -3.618 1.450 -2.487 0.418 -0.814 -0.167 0.15
H -5.154 3.104 -2.144 0.069 0.600 -0.269 0.12
H -7.522 0.565 0.334 0.108 0.037 -0.242 0.13
H -5.851 -1.262 -0.280 -0.714 1.259 0.060 0.13
H -9.200 2.580 -1.963 0.572 0.372 0.521 0.15
H -10.025 4.872 -2.241 -1.542 0.233 -0.617 0.13
H -6.815 6.484 -0.267 0.841 1.981 0.398 0.09
H -5.919 4.449 0.362 1.069 -0.569 0.326 0.09
H -8.484 7.745 -2.158 -0.643 -1.095 1.007 0.14
H -8.776 7.702 -0.380 -0.060 -0.613 -0.454 0.11
H -10.080 7.165 -1.480 0.490 -0.163 -0.033 0.10
C -3.614 -4.807 -2.882 0.496 0.354 -1.881 0.05
N -3.103 -6.103 -3.443 0.895 -1.576 0.672 -0.01
C -1.822 -6.400 -3.799 -0.257 0.483 -0.320 0.04
C -1.443 -7.667 -4.215 -4.081 -0.440 1.249 0.08
C -2.385 -8.738 -4.196 0.826 1.109 -0.346 -0.12
C -3.648 -8.431 -3.762 -0.859 -0.715 0.197 0.03
C -3.913 -7.163 -3.364 -2.549 1.830 0.382 -0.01
C -2.061 -10.107 -4.640 0.138 0.156 -0.816 -0.13
C -2.634 -10.705 -5.773 -0.208 -0.438 0.737 0.07
C -2.297 -11.981 -6.180 -1.277 0.753 -0.910 0.02
N -1.401 -12.699 -5.498 -0.322 1.156 -1.939 -0.08
C -0.791 -12.094 -4.491 0.700 -1.188 1.531 0.02
C -1.097 -10.831 -3.997 1.153 -1.445 -0.290 0.06
C -0.987 -13.994 -6.067 1.319 -0.646 0.319 0.05
H -3.755 -4.894 -1.845 0.123 -0.354 1.383 0.07
H -4.585 -4.558 -3.336 0.461 -0.254 -0.194 0.12
H -2.857 -4.052 -3.092 -0.138 0.046 0.038 0.08
H -1.095 -5.615 -3.791 0.061 0.563 0.101 0.13
H -0.509 -7.812 -4.560 3.118 -0.412 -0.966 0.10
H -4.501 -9.118 -3.692 0.704 0.007 -0.091 0.15
H -4.928 -6.895 -3.016 0.615 -0.322 -0.138 0.17
H -3.443 -10.233 -6.270 -0.386 0.530 -0.613 0.13
H -2.775 -12.402 -7.088 0.505 0.098 0.876 0.17
H -0.101 -12.780 -4.013 0.342 0.499 0.260 0.16
H -0.484 -10.501 -3.173 -0.252 0.273 0.182 0.15
H -1.148 -14.712 -5.275 0.171 -0.456 -0.002 0.11
H 0.094 -13.992 -6.385 -1.134 0.222 0.519 0.14
H -1.586 -14.273 -6.928 -0.186 0.301 0.110 0.11
C 17.621 2.564 -3.494 -0.051 1.604 -0.198 0.06
N 16.154 2.837 -3.290 -1.380 -0.261 -1.154 -0.07
C 15.559 3.972 -3.726 1.157 -0.005 0.284 0.02
C 14.225 4.238 -3.584 -0.001 -0.404 0.439 0.03
C 13.353 3.242 -3.146 -0.591 -0.133 0.385 -0.09
C 13.954 2.039 -2.706 -1.414 -0.088 -0.606 0.05
C 15.333 1.895 -2.803 -0.426 -0.639 0.146 0.01
C 11.824 3.470 -3.178 1.719 -1.300 1.775 -0.10
C 10.993 2.850 -2.202 -0.327 0.940 -2.366 0.06
C 9.626 2.959 -2.367 -0.945 -0.342 2.064 0.02
N 9.100 3.755 -3.309 -0.372 0.526 -0.394 -0.06
C 9.890 4.463 -4.141 -0.552 -0.099 -1.125 0.04
C 11.274 4.275 -4.136 -2.015 0.100 0.130 0.03
C 7.609 3.938 -3.310 -0.082 -0.057 1.488 0.05
H 18.061 2.992 -2.571 0.357 -0.277 -0.872 0.13
H 17.941 3.086 -4.455 -0.316 -0.590 1.511 0.14
H 17.834 1.504 -3.577 -0.309 -0.054 0.084 0.10
H 16.195 4.689 -4.205 0.396 0.321 0.068 0.15
H 13.957 5.261 -3.729 -0.554 0.327 -0.561 0.14
H 13.260 1.184 -2.438 1.401 0.976 -0.125 0.16
H 15.799 0.959 -2.587 0.185 -0.385 0.369 0.15
H 11.357 2.246 -1.426 0.551 -0.601 0.901 0.11
H 8.867 2.504 -1.629 1.114 0.311 -1.284 0.15
H 9.378 5.101 -4.921 0.630 -0.826 1.171 0.18
H 11.792 4.712 -4.941 0.881 0.546 -0.587 0.12
H 7.400 4.742 -2.591 0.040 -0.092 -0.306 0.12
H 7.091 3.047 -2.915 0.619 0.154 -0.314 0.09
H 7.208 4.185 -4.264 0.029 0.117 -0.829 0.08
C -11.445 -1.208 4.683 2.042 0.011 0.493 0.06
N -10.700 0.081 4.595 -0.644 0.070 0.659 -0.05
C -9.823 0.337 3.630 1.002 -1.425 -1.457 0.00
C -9.080 1.502 3.561 -1.667 -0.071 1.826 0.06
C -9.520 2.520 4.390 1.212 0.737 -0.581 -0.13
C -10.489 2.255 5.345 -0.619 1.936 1.139 0.02
C -11.006 1.029 5.530 0.058 -1.636 -0.305 0.02
C -8.899 3.894 4.360 0.596 -0.392 -0.128 -0.14
C -9.644 4.990 3.949 -1.504 0.840 0.042 0.05
C -9.074 6.271 4.024 0.046 -2.778 0.775 0.04
N -7.829 6.376 4.544 -1.412 1.277 -1.419 -0.08
C -7.058 5.341 4.766 -0.342 -1.456 0.145 -0.01
C -7.542 4.067 4.688 -0.520 -2.720 -0.520 0.07
C -7.263 7.714 4.585 1.852 0.061 0.443 0.02
H -10.908 -1.877 4.051 0.371 -0.657 -0.408 0.07
H -12.384 -1.023 4.253 -1.600 -0.009 0.020 0.10
H -11.379 -1.611 5.716 -0.483 0.538 -0.707 0.13
H -9.546 -0.408 2.836 -0.749 0.229 1.427 0.15
H -8.181 1.405 3.033 1.028 0.611 -1.167 0.10
H -10.830 3.057 6.012 0.347 -0.365 -0.202 0.15
H -11.586 0.687 6.402 0.083 0.433 -0.735 0.17
H -10.737 4.836 3.648 1.782 0.493 0.306 0.16
H -9.600 7.143 3.737 -0.217 0.831 -0.096 0.14
H -6.071 5.532 5.016 1.736 0.410 0.379 0.13
H -6.929 3.096 4.772 -0.587 2.096 0.193 0.18
H -6.140 7.618 4.716 -1.535 0.412 0.076 0.13
H -7.797 8.326 5.289 0.154 0.049 0.771 0.11
H -7.434 8.153 3.641 0.074 0.406 -1.209 0.08
C -1.445 7.438 1.529 -0.703 1.005 -0.183 0.02
N -1.038 6.705 2.768 0.840 0.088 -0.251 -0.03
C -0.230 7.427 3.590 -0.881 -0.295 -0.824 0.00
C 0.356 6.893 4.692 -0.743 -1.347 -0.588 0.06
C 0.144 5.519 4.929 0.865 1.642 1.258 -0.15
C -0.660 4.816 4.103 -0.640 -2.314 -1.093 0.01
C -1.243 5.376 3.007 0.720 3.014 0.396 0.04
C 0.646 4.909 6.176 2.556 1.072 -0.642 -0.11
C 1.994 5.073 6.650 -1.134 2.336 -3.390 0.04
C 2.375 4.457 7.752 0.126 -1.330 0.615 -0.04
N 1.527 3.708 8.485 -0.911 -0.146 -0.388 -0.07
C 0.236 3.604 8.131 0.910 0.915 -0.573 0.04
C -0.174 4.179 6.932 -1.621 -1.199 1.892 0.02
C 2.103 2.816 9.458 -0.142 0.088 3.416 0.01
H -1.506 8.555 1.665 0.239 -1.238 0.580 0.12
H -2.452 7.165 1.262 -0.315 -0.517 -0.152 0.05
H -0.770 7.328 0.674 0.141 -0.648 0.495 0.11
H -0.190 8.440 3.245 0.529 0.442 0.448 0.14
H 0.931 7.498 5.328 0.705 0.633 0.750 0.12
H -0.768 3.721 4.146 -0.106 0.611 0.556 0.13
H -1.901 4.865 2.395 -1.096 -0.953 -1.303 0.12
H 2.708 5.690 6.032 -0.817 -1.000 0.856 0.16
H 3.396 4.319 7.949 1.157 0.253 0.790 0.13
H -0.498 3.174 8.777 0.169 -0.702 0.404 0.15
H -1.214 4.043 6.712 -0.327 -0.014 -0.387 0.14
H 2.391 1.902 8.962 -0.115 -0.357 -0.017 0.09
H 1.367 2.664 10.319 0.753 -0.213 -1.480 0.14
H 2.972 3.260 10.014 -0.643 -0.137 -1.041 0.12
C -3.578 -1.963 3.115 -0.320 0.139 -0.149 0.03
N -2.374 -1.242 2.661 -1.067 -0.181 0.643 -0.05
C -1.757 -1.681 1.592 0.680 -0.156 -1.433 0.00
C -0.863 -0.869 0.964 1.247 -0.962 -1.742 0.02
C -0.567 0.340 1.509 2.004 1.383 -0.103 -0.15
C -1.084 0.721 2.711 -0.045 1.132 0.270 0.01
C -2.032 -0.100 3.239 0.077 1.201 1.395 -0.01
C 0.531 1.139 0.871 -0.715 -0.526 1.025 -0.09
C 1.476 1.807 1.650 0.671 -0.019 -2.608 0.07
C 2.482 2.476 0.924 -1.391 -0.434 0.017 0.00
N 2.490 2.553 -0.409 -1.205 -2.627 -0.562 -0.03
C 1.578 1.762 -1.153 1.045 1.529 1.997 0.04
C 0.589 1.071 -0.520 -0.731 0.722 -0.148 0.02
C 3.516 3.359 -1.092 -0.101 -0.045 -0.258 0.04
H -4.334 -1.159 3.302 0.583 -1.259 0.943 0.12
H -3.254 -2.782 3.777 -0.617 0.992 0.793 0.12
H -4.013 -2.528 2.307 0.017 0.109 -0.787 0.05
H -1.988 -2.644 1.205 -0.375 -0.649 -0.278 0.11
H -0.276 -1.186 0.063 -1.095 -0.142 1.022 0.12
H -0.812 1.693 3.163 -0.413 -1.071 -0.127 0.12
H -2.474 0.225 4.171 -0.537 -0.429 -0.091 0.15
H 1.519 1.748 2.709 -0.120 0.142 0.683 0.07
H 3.246 3.030 1.391 0.801 0.555 0.588 0.08
H 1.698 1.790 -2.191 0.213 0.200 -1.485 0.10
H -0.277 0.610 -1.052 1.430 0.256 0.170 0.12
H 4.541 3.201 -0.703 -0.662 -0.346 -0.198 0.10
H 3.241 4.374 -0.892 0.017 0.745 0.092 0.10
H 3.386 3.189 -2.162 0.425 -0.033 0.149 0.06
C 2.400 -2.939 3.647 0.345 -0.849 -0.709 -0.08
C 2.457 -1.805 2.621 -1.662 1.595 -0.387 -0.23
C 3.691 -0.873 2.634 0.473 -1.511 2.310 -0.15
C 3.917 -0.421 4.137 -0.563 1.276 -2.091 -0.09
N 4.982 0.627 4.355 1.241 -0.964 -1.520 -0.24
C 4.746 1.909 3.569 1.427 0.477 -1.227 -0.11
C 5.377 3.033 4.387 0.226 -0.714 0.488 -0.11
C 4.911 2.546 5.796 1.001 0.855 -0.501 -0.14
C 5.055 1.034 5.779 -2.501 0.429 0.841 -0.10
C 6.280 0.036 3.848 -0.155 1.093 0.118 0.04
H 2.070 -3.947 3.266 0.107 1.235 0.152 0.10
H 1.773 -2.636 4.454 -0.661 -0.018 0.670 0.06
H 3.366 -3.111 4.101 0.458 -0.148 -0.001 0.06
H 1.518 -1.121 2.761 1.534 -1.149 -0.121 0.12
H 2.363 -2.148 1.592 -0.067 -0.306 -0.041 0.08
H 3.474 -0.019 2.040 0.079 0.728 -0.580 0.08
H 4.548 -1.429 2.220 -0.208 0.310 0.121 0.10
H 4.112 -1.186 4.850 0.096 -0.781 0.286 0.12
H 3.001 0.102 4.351 -0.514 0.003 0.696 0.09
H 5.188 1.845 2.525 -0.761 -0.268 1.139 0.14
H 3.701 2.103 3.590 -1.071 -0.092 -0.253 0.10
H 6.511 3.023 4.280 -1.429 0.270 0.193 0.14
H 4.910 4.000 4.100 0.601 -0.659 0.106 0.10
H 5.589 2.875 6.540 0.719 0.693 0.838 0.10
H 3.956 2.980 6.069 -0.483 -0.552 -0.377 0.09
H 5.951 0.780 6.301 0.724 -0.687 -0.266 0.13
H 4.173 0.567 6.268 0.706 0.230 -0.093 0.12
H 6.966 0.885 3.800 0.230 -0.395 -0.075 0.11
H 6.071 -0.349 2.861 0.292 0.066 -0.184 0.07
H 6.662 -0.740 4.495 -0.133 -0.114 0.307 0.11
C 5.375 4.643 -7.531 -0.840 1.039 -0.790 -0.11
C 5.079 4.029 -8.943 -1.248 0.130 0.658 -0.20
C 4.402 2.637 -8.810 -0.371 0.532 -0.104 -0.18
C 3.118 2.673 -8.013 0.407 -1.187 0.479 -0.12
N 2.394 1.339 -7.865 1.573 -0.977 -0.641 -0.23
C 1.265 1.523 -6.909 -0.320 0.193 -1.360 -0.15
C 0.841 0.179 -6.458 -0.648 -2.189 1.672 -0.12
C 2.156 -0.749 -6.514 -0.046 1.670 -1.528 -0.08
C 3.231 0.264 -7.080 -1.831 1.307 2.385 -0.05
C 2.009 0.836 -9.251 1.190 0.010 1.731 0.06
H 4.507 5.025 -6.918 0.553 -0.772 -0.848 0.09
H 5.935 5.552 -7.749 0.314 0.030 0.264 0.07
H 5.957 3.983 -6.909 0.179 -0.306 0.175 0.04
H 6.032 3.835 -9.433 -0.019 0.281 -0.160 0.10
H 4.472 4.750 -9.568 0.671 -0.808 0.614 0.13
H 5.109 2.074 -8.254 0.702 -0.950 0.386 0.10
H 4.193 2.140 -9.762 0.420 0.356 -0.089 0.11
H 2.434 3.319 -8.507 -0.850 0.759 -0.059 0.14
H 3.284 2.901 -6.973 0.205 0.813 0.082 0.10
H 0.462 2.063 -7.413 0.120 0.289 0.185 0.15
H 1.713 2.051 -6.090 -0.118 0.517 0.377 0.10
H 0.034 -0.300 -7.077 0.732 0.615 0.555 0.13
H 0.419 0.333 -5.397 0.664 -0.704 -1.517 0.13
H 2.049 -1.594 -7.184 -0.404 -0.057 -0.283 0.10
H 2.483 -1.187 -5.591 0.011 0.264 0.693 0.06
H 4.061 -0.048 -7.639 0.787 -0.780 -1.065 0.11
H 3.639 0.786 -6.160 -0.385 -0.233 -1.364 0.10
H 2.887 0.638 -9.854 0.096 -0.046 0.186 0.10
H 1.425 1.574 -9.695 -0.993 1.350 -0.847 0.09
H 1.436 -0.034 -9.137 -0.730 -1.308 0.128 0.09
C -2.286 -6.565 1.681 0.747 -0.316 -1.497 -0.12
C -3.259 -5.856 2.618 0.439 -1.851 0.911 -0.25
C -4.498 -6.773 2.951 0.272 2.132 -1.154 -0.15
C -5.477 -5.819 3.689 1.062 -3.540 1.656 -0.09
N -6.735 -6.580 4.179 0.262 1.486 -1.055 -0.28
C -7.593 -6.954 3.013 0.627 0.194 -2.712 -0.09
C -9.053 -6.494 3.253 0.181 -1.412 -0.292 -0.12
C -9.036 -6.093 4.727 0.204 2.539 -1.643 -0.13
C -7.585 -5.597 4.880 -1.445 -0.516 2.223 -0.12
C -6.428 -7.714 5.056 0.873 -0.802 1.556 0.00
H -1.499 -5.842 1.369 0.097 -0.703 0.790 0.06
H -2.675 -6.759 0.646 -0.429 -0.067 0.986 0.07
H -1.876 -7.567 2.059 -0.411 1.634 -0.277 0.10
H -3.546 -4.897 2.228 -0.469 0.286 -0.502 0.07
H -2.701 -5.640 3.549 -0.268 -0.097 -0.129 0.11
H -4.188 -7.691 3.464 -0.127 0.397 0.135 0.11
H -4.892 -7.025 1.945 -0.136 -0.082 0.648 0.11
H -5.748 -5.009 3.085 -0.733 1.086 -0.881 0.09
H -5.012 -5.478 4.622 -0.059 0.155 -0.228 0.14
H -7.427 -8.012 2.798 -0.416 0.009 0.289 0.13
H -7.150 -6.438 2.108 -0.550 -0.380 0.981 0.12
H -9.721 -7.335 2.966 0.225 0.547 0.555 0.13
H -9.343 -5.670 2.604 0.368 0.113 0.060 0.12
H -9.308 -6.869 5.364 -0.358 -1.304 1.201 0.09
H -9.700 -5.215 4.877 0.281 -0.697 0.187 0.13
H -7.315 -5.618 5.940 0.245 0.349 -0.140 0.14
H -7.492 -4.602 4.487 0.367 0.335 -0.418 0.10
H -7.359 -8.084 5.551 0.812 0.308 -0.525 0.13
H -5.670 -7.429 5.837 -1.023 0.234 -0.539 0.13
H -5.897 -8.532 4.557 -0.647 0.223 -0.421 0.10
C 7.967 -1.086 -4.815 1.258 -1.593 2.286 -0.11
C 6.761 -0.286 -4.521 -1.528 2.213 0.618 -0.29
C 5.421 -0.967 -4.147 1.294 -1.168 0.341 -0.17
C 5.488 -1.558 -2.727 0.082 -0.073 -0.215 -0.11
N 4.124 -2.038 -2.239 1.085 -0.535 -0.584 -0.23
C 4.280 -2.811 -0.964 0.110 0.625 1.111 -0.13
C 3.089 -3.700 -0.905 0.101 -2.366 -0.207 -0.14
C 2.766 -4.114 -2.401 1.819 0.728 1.544 -0.10
C 3.630 -3.126 -3.224 -0.798 0.122 0.510 -0.06
C 3.181 -0.907 -2.020 -1.580 -0.030 -1.818 0.01
H 7.829 -1.878 -5.577 0.069 0.338 0.534 0.09
H 8.283 -1.509 -3.788 -0.205 -0.150 -1.694 0.10
H 8.831 -0.475 -5.076 -0.202 0.141 -0.340 0.07
H 6.524 0.322 -5.378 -0.153 0.275 -0.491 0.07
H 6.936 0.498 -3.712 0.124 -1.025 -0.801 0.11
H 5.226 -1.791 -4.869 -0.162 0.595 0.263 0.12
H 4.653 -0.213 -4.169 -0.313 0.247 -0.326 0.07
H 5.861 -0.801 -2.010 -0.131 -0.504 -0.223 0.11
H 6.129 -2.473 -2.717 -0.360 0.847 0.158 0.14
H 4.431 -2.159 -0.087 -0.360 0.216 -0.583 0.12
H 5.189 -3.401 -0.966 0.262 -0.100 -0.695 0.14
H 2.218 -3.375 -0.378 -0.608 0.908 -0.121 0.06
H 3.340 -4.594 -0.323 0.233 -0.001 -0.128 0.12
H 1.747 -3.914 -2.485 -1.658 0.130 -0.724 0.04
H 2.971 -5.173 -2.604 0.140 0.427 -0.020 0.12
H 3.013 -2.615 -3.975 0.532 -0.290 0.010 0.10
H 4.549 -3.597 -3.599 -0.450 0.225 -0.134 0.13
H 2.989 -0.294 -2.941 0.549 -0.870 0.407 0.10
H 3.633 -0.221 -1.337 0.112 0.100 1.016 0.08
H 2.154 -1.314 -1.834 1.047 0.368 0.512 0.11
N -0.280 -1.602 -3.316 -0.305 -3.184 -0.458 -0.60
O 0.830 -2.138 -3.443 1.544 1.107 0.032 -0.06
O -1.224 -2.311 -3.683 -1.759 0.274 -0.251 -0.04
O -0.460 -0.514 -2.796 0.131 1.717 0.441 -0.04
N 0.923 1.165 5.829 0.556 -0.590 -0.337 -0.53
O 1.143 1.326 4.566 -0.564 -0.045 1.958 -0.10
O 1.911 0.972 6.591 -0.645 0.508 -0.554 -0.05
O -0.232 1.143 6.297 0.754 0.383 -0.807 -0.01
N -0.997 -4.195 -0.806 1.903 0.767 0.540 -0.53
O -0.138 -3.357 -0.356 -0.771 -1.235 -0.804 -0.06
O -0.611 -5.158 -1.524 -0.769 0.765 0.470 -0.04
O -2.180 -4.035 -0.476 -0.283 -0.397 -0.260 -0.05
N 4.170 2.671 -4.553 1.137 0.804 -0.092 -0.53
O 3.007 2.231 -4.238 1.656 -0.200 -0.795 -0.07
O 5.015 2.041 -5.281 -1.964 -0.054 0.887 -0.08
O 4.536 3.787 -4.147 -0.636 -0.328 0.254 -0.02
N 6.632 1.177 -0.258 1.620 2.363 -0.212 -0.58
O 5.858 0.344 0.163 -0.967 -1.438 0.108 -0.03
O 7.435 0.924 -1.228 -0.950 0.279 0.943 -0.09
O 6.656 2.327 0.291 0.188 -1.054 -0.919 -0.07
N -5.197 6.569 1.776 1.199 -0.804 0.537 -0.56
O -4.560 6.794 2.812 0.725 0.248 -0.056 -0.02
O -4.595 6.271 0.697 -1.025 0.568 0.880 -0.05
O -6.437 6.562 1.875 -0.943 0.025 -0.890 -0.06
N -7.345 -1.905 3.514 0.738 -2.290 0.515 -0.58
O -7.141 -0.887 2.866 -0.513 1.637 -0.608 -0.03
O -6.395 -2.683 3.725 0.023 0.013 0.183 -0.04
O -8.478 -2.236 3.941 -0.392 0.654 -0.125 -0.06
N -6.089 -3.913 0.038 -1.324 -0.749 -1.015 -0.55
O -5.287 -3.114 0.540 0.649 -0.001 0.548 -0.09
O -6.902 -3.452 -0.834 1.013 -1.154 1.085 -0.06
O -6.085 -5.148 0.378 -0.067 1.926 -0.570 -0.06
N -3.975 2.616 2.357 2.202 0.139 1.936 -0.61
O -3.217 2.776 3.387 -0.758 -0.003 -0.858 -0.09
O -5.093 3.090 2.356 -1.893 0.648 -0.076 -0.03
O -3.532 1.997 1.396 0.177 -0.657 -1.165 -0.03
N 2.520 4.982 2.750 0.802 -1.611 0.633 -0.54
O 3.605 4.776 2.204 1.110 0.319 -0.177 -0.03
O 2.413 4.613 3.979 -0.523 0.850 -1.163 -0.06
O 1.589 5.392 2.065 -1.079 0.510 0.564 0.01
```
Forces are in eV/Å.